1.
{
  "formula": "C10H23AlBr2CaF4O3S",
  "method": "ωB97M-V/def2-TZVPD",
  "e_tot_ha": -7486.43246,
  "e_homo_ha": -0.29192,
  "orbital_gap_ev": 4.99,
  "lumo_ev": -2.96,
  "symbols": ["C", "C", "C", "C", "S", "C", "C", "H", "H", "H", "H", "H", "H", "H", "H", "H", "H", "H", "H", "H", "H", "H", "Br", "C", "C", "Br", "H", "H", "H", "H", "C", "C", "O", "O", "H", "H", "H", "Ca", "F", "Al", "F", "F", "F", "O", "H"],
  "coordinates": [[2.46154, 0.64527, -0.86579], [2.07123, -0.66819, -1.66974], [0.94358, -1.52862, -0.95295], [0.06419, -2.25318, -2.05630], [-1.62221, -1.54913, -2.30547], [-1.47929, 0.29861, -2.03453], [-1.94268, 0.58681, -0.52710], [1.73629, 0.92036, -0.05196], [2.48134, 1.52897, -1.57514], [3.49186, 0.59976, -0.41537], [1.72288, -0.33487, -2.69378], [2.96009, -1.35143, -1.80305], [0.36583, -0.90602, -0.22084], [1.45305, -2.34887, -0.36484], [0.60642, -2.17606, -3.04868], [-0.08184, -3.35141, -1.83153], [-2.47949, -1.98922, -1.29995], [-2.11894, 0.80676, -2.80237], [-0.40379, 0.60358, -2.12402], [-3.04820, 0.77410, -0.47441], [-1.33254, 1.38860, -0.02727], [-1.73068, -0.35918, 0.05824], [-0.25433, -2.92161, 3.32469], [1.38512, -2.14185, 4.03355], [2.18124, -1.46008, 2.95127], [3.11875, -2.75012, 1.83369], [1.92791, -2.94414, 4.52920], [1.05718, -1.41668, 4.77822], [2.96429, -0.83813, 3.38478], [1.56801, -0.85304, 2.28651], [-0.97406, 3.77970, 2.21301], [-0.26151, 2.49415, 2.61910], [-0.04148, 2.35856, 3.87546], [0.01610, 1.73385, 1.69635], [-1.19578, 4.41251, 3.08093], [-0.34662, 4.34841, 1.52651], [-1.91418, 3.53979, 1.71523], [-0.98555, 3.09925, 5.53774], [-2.18226, -2.31061, -6.88097], [-0.67069, -1.44519, -6.64288], [0.46198, -2.47687, -5.76609], [-0.97575, 0.00627, -5.68298], [0.01139, -0.99666, -8.19721], [-4.03456, 3.73906, 6.34566], [-4.97384, 3.70676, 6.52511]],
  "atomic_forces_ev_per_a": [[0.3230, 0.4265, -0.3567], [-0.1628, 0.3479, 0.3891], [0.5876, -0.4277, -0.4119], [0.8506, -0.3729, 0.9122], [-0.0233, 0.3295, -1.3927], [-0.3197, 0.3927, 1.6895], [0.2003, -0.7598, -0.1693], [0.5797, -0.4591, -0.7188], [0.0066, -0.9935, 0.7676], [-1.0525, -0.1265, -0.3624], [0.3570, -0.5799, 1.0541], [-0.8728, 0.9104, -0.0363], [0.3548, -0.5950, -0.7678], [-0.6896, 0.9804, -0.5146], [-1.1677, -0.0583, 0.7582], [-0.0906, 1.2483, -0.3031], [1.2484, 0.5369, -0.2697], [0.7613, -0.7299, 0.5766], [-0.9939, -0.6736, -0.3241], [1.0826, -0.0208, -0.0452], [-0.7823, -0.6582, -0.7340], [-0.2913, 1.2379, -0.3728], [0.0728, -0.0263, 0.0232], [-0.2453, 0.0857, 0.0081], [0.2354, 0.0031, -0.0794], [0.0108, 0.0092, 0.0595], [0.0042, 0.0754, -0.1162], [0.0480, -0.0052, -0.0832], [-0.0745, -0.0431, 0.0155], [-0.0149, -0.0284, 0.1321], [-0.0544, 0.1211, 0.3841], [-0.4478, 0.4403, -2.7639], [0.4535, -0.6542, 1.0043], [0.2797, -0.1026, 1.4055], [-0.0847, 0.1715, -0.1155], [-0.0599, -0.0504, 0.0245], [0.0780, 0.0252, -0.0077], [-2.3762, 0.3780, 0.6728], [1.3521, 0.7913, 0.4190], [-0.0693, -0.0811, -0.7088], [-0.9602, 0.9331, -0.3137], [0.2550, -1.2249, -0.3523], [-0.6076, -0.3912, 1.5617], [2.3445, -0.1486, -0.4948], [-0.0449, -0.2331, -0.0427]]
}

---

2.
{
  "formula": "C51H37Cl3CsF6GeN11O2",
  "method": "ωB97M-V/def2-TZVPD",
  "e_tot_ha": -6795.57919,
  "relative_energy_kcal_mol": 39.9,
  "e_homo_ha": [-0.16949, -0.16984],
  "charge": -1,
  "orbital_gap_ev": [6.47, 6.37],
  "lumo_ev": [1.86, 1.75],
  "spin_multiplicity": 2,
  "symbols": ["Cs", "C", "N", "C", "N", "C", "N", "C", "C", "C", "C", "C", "C", "C", "N", "N", "C", "O", "C", "C", "C", "C", "C", "C", "N", "C", "N", "C", "N", "C", "H", "H", "H", "H", "H", "H", "H", "H", "H", "H", "H", "H", "H", "H", "H", "H", "C", "C", "C", "C", "C", "C", "C", "C", "C", "C", "C", "C", "C", "C", "C", "N", "H", "H", "H", "H", "H", "H", "H", "H", "H", "H", "C", "C", "N", "C", "C", "C", "C", "C", "C", "C", "C", "C", "N", "C", "H", "H", "H", "H", "H", "H", "H", "H", "Cl", "Ge", "Cl", "Cl", "C", "C", "O", "C", "F", "F", "F", "C", "F", "F", "F", "H", "H", "H"],
  "coordinates": [[0.08231, 0.09789, -0.05011], [3.88796, -4.41254, 2.18811], [3.70658, -3.16807, 1.44837], [2.58739, -2.46066, 1.27093], [2.84200, -1.38053, 0.55154], [4.17616, -1.49261, 0.31513], [4.74954, -2.55834, 0.83355], [3.78071, -4.22552, 3.67958], [4.91797, -4.01131, 4.44760], [4.81002, -3.80367, 5.81675], [3.56686, -3.81155, 6.42657], [2.42524, -4.02832, 5.66166], [2.53337, -4.23038, 4.29205], [1.11209, -4.04706, 6.31294], [0.82208, -3.92074, 7.55578], [-0.57813, -4.01731, 7.63243], [-0.98629, -4.18681, 6.42570], [0.02674, -4.21360, 5.53046], [-2.35123, -4.33827, 5.91336], [-3.40374, -4.45605, 6.81218], [-4.69326, -4.59523, 6.32640], [-4.92191, -4.61133, 4.95847], [-3.86967, -4.48279, 4.06066], [-4.19644, -4.46396, 2.58520], [-3.08306, -4.16726, 1.70586], [-2.82377, -3.02837, 1.05494], [-1.70414, -3.13325, 0.36754], [-1.32214, -4.40876, 0.63131], [-2.11829, -5.08114, 1.43727], [-2.57918, -4.34497, 4.54126], [4.87292, -4.77564, 1.90617], [3.14611, -5.13048, 1.83908], [1.62890, -2.72292, 1.70534], [4.73518, -0.77426, -0.26510], [5.89085, -3.99957, 3.96940], [5.69958, -3.63134, 6.40898], [3.46417, -3.65049, 7.49166], [1.63236, -4.37181, 3.70545], [-3.20264, -4.43083, 7.87496], [-5.52469, -4.67941, 7.01446], [-5.93721, -4.70052, 4.58537], [-4.94944, -3.69864, 2.39709], [-4.60380, -5.42754, 2.27669], [-3.46424, -2.16236, 1.12447], [-0.42941, -4.85835, 0.22324], [-1.75335, -4.19625, 3.85868], [3.97593, 2.09126, -2.44507], [4.02642, 1.71142, -3.78232], [3.24033, 0.66446, -4.25283], [2.37576, -0.02009, -3.39536], [2.36849, 0.41960, -2.09188], [3.12461, 1.42673, -1.56126], [1.50263, -1.14577, -3.83524], [1.86763, -1.95331, -4.94572], [1.05692, -2.98157, -5.30687], [-0.13037, -3.22861, -4.57984], [-1.02365, -4.28449, -4.88772], [-2.14658, -4.46955, -4.13496], [-2.43030, -3.60681, -3.04785], [-1.59149, -2.57757, -2.73716], [-0.41346, -2.37586, -3.49542], [0.41555, -1.34815, -3.13472], [4.59009, 2.90736, -2.08292], [4.67757, 2.23969, -4.46678], [3.28260, 0.39031, -5.30115], [3.05252, 1.70848, -0.51495], [2.79272, -1.76533, -5.47322], [1.31370, -3.62292, -6.14277], [-0.79829, -4.93914, -5.72202], [-2.82740, -5.27847, -4.36874], [-3.31950, -3.76737, -2.45114], [-1.79744, -1.90593, -1.91461], [2.42896, 1.94970, 4.07809], [2.32064, 1.35918, 2.80957], [1.85945, 1.98959, 1.74986], [1.43934, 3.26436, 1.89910], [1.51003, 3.94196, 3.11856], [2.02789, 3.24696, 4.22451], [1.01401, 5.29046, 3.21814], [0.47195, 5.90944, 2.15393], [0.37747, 5.24248, 0.87987], [-0.21657, 5.84094, -0.24404], [-0.29738, 5.14677, -1.41899], [0.22805, 3.84566, -1.45721], [0.78456, 3.25487, -0.42370], [0.85799, 3.93636, 0.74206], [2.79147, 1.36647, 4.91324], [2.60807, 0.32282, 2.66181], [2.07017, 3.73979, 5.18913], [1.06122, 5.78885, 4.17937], [0.07937, 6.91597, 2.24091], [-0.62078, 6.84367, -0.16007], [-0.77118, 5.56753, -2.29538], [0.17479, 3.26250, -2.37158], [-0.12169, -1.97715, 3.35186], [-1.81964, -0.34422, 2.51707], [-1.10980, 1.46628, 3.75365], [-3.63330, -1.09168, 3.83609], [-4.68912, 0.20672, -0.20497], [-3.47230, 1.11348, -0.45176], [-2.31020, 0.59135, -0.00663], [-3.72449, 2.46073, 0.27257], [-2.72943, 3.34417, 0.07852], [-4.86715, 3.08150, -0.10179], [-3.81661, 2.25276, 1.59350], [-3.35804, 1.35658, -1.97828], [-4.43384, 1.94654, -2.53861], [-2.29415, 2.11523, -2.30745], [-3.19613, 0.17903, -2.61697], [-4.77023, 0.02932, 0.86900], [-4.50066, -0.74508, -0.70279], [-5.63140, 0.61935, -0.57016]],
  "atomic_forces_ev_per_a": [[1.5640, -0.4149, -0.3204], [0.0075, 0.0792, -0.0722], [0.1147, -0.2186, -0.0002], [-0.0981, 0.1684, -0.0188], [0.3511, -0.2026, 0.0668], [-0.0277, 0.0460, -0.0838], [-0.2194, 0.0310, 0.1046], [-0.0206, 0.0475, 0.0400], [0.0209, 0.0143, 0.0164], [-0.0191, 0.0115, -0.0048], [0.0757, -0.0044, 0.0293], [-0.0606, 0.0099, 0.1773], [-0.0296, -0.0199, -0.0892], [0.2450, 0.1177, -0.4678], [-0.4499, -0.0786, 0.2311], [0.4572, 0.0407, 0.1617], [-0.2963, 0.0696, -0.4093], [0.0159, -0.2372, 0.2413], [0.1367, 0.0220, 0.1486], [-0.0853, -0.0327, 0.0060], [0.0244, 0.0084, -0.0060], [-0.0285, -0.0225, 0.0285], [0.0126, -0.0176, 0.0158], [0.0773, 0.0297, -0.1250], [-0.0327, -0.2094, 0.1139], [0.0640, 0.1196, 0.0231], [-0.0447, -0.2087, -0.0513], [0.0904, 0.0268, 0.0750], [-0.0974, 0.2188, -0.0339], [0.0202, 0.0084, -0.0590], [0.0215, -0.0215, 0.0144], [-0.0436, 0.0052, -0.0044], [0.0513, 0.0223, -0.0414], [-0.0321, -0.0139, 0.0161], [-0.0097, 0.0046, 0.0066], [-0.0030, -0.0071, -0.0042], [-0.0044, -0.0064, -0.0115], [0.0244, -0.0015, 0.0150], [0.0049, -0.0014, -0.0145], [0.0032, 0.0019, -0.0053], [0.0162, -0.0005, 0.0025], [-0.0081, 0.0238, 0.0224], [-0.0236, -0.0279, 0.0162], [0.0357, -0.0136, -0.0354], [-0.0263, 0.0338, -0.0119], [-0.0027, -0.0061, 0.0270], [0.0020, -0.0290, -0.0480], [-0.0844, -0.0661, 0.0385], [0.0983, 0.0786, -0.0845], [-0.0947, -0.1349, 0.0272], [0.2424, 0.0332, -0.1786], [0.0221, 0.0155, 0.0544], [0.1211, 0.2055, 0.1096], [0.0410, 0.0388, 0.0010], [-0.0287, -0.0700, -0.0485], [-0.0059, -0.1166, -0.1054], [0.0570, 0.0660, 0.0213], [-0.0563, 0.0414, 0.0896], [-0.0070, -0.0697, -0.0938], [0.0405, 0.0754, -0.0258], [0.0849, 0.2675, 0.1861], [-0.1201, -0.2002, -0.1346], [0.0020, -0.0026, -0.0262], [0.0057, -0.0124, -0.0084], [0.0131, 0.0285, 0.0090], [-0.0563, -0.0454, -0.0575], [-0.0081, 0.0149, 0.0149], [-0.0082, -0.0092, 0.0101], [0.0044, 0.0118, 0.0033], [-0.0023, 0.0015, 0.0157], [-0.0052, -0.0090, -0.0225], [0.0065, -0.0483, 0.0020], [-0.0066, -0.0696, -0.0555], [-0.0254, 0.0593, -0.0711], [0.1081, 0.0759, 0.1566], [-0.0297, -0.1947, -0.2954], [-0.1075, 0.2094, 0.1418], [-0.0143, 0.0823, 0.0631], [0.0596, -0.1586, 0.0695], [-0.0427, -0.0091, -0.2065], [-0.0780, 0.1614, 0.1853], [-0.0216, 0.1142, 0.0590], [0.0210, -0.0786, -0.0115], [0.0039, -0.0239, 0.0714], [-0.0433, 0.1515, 0.0853], [0.1140, -0.3177, -0.0832], [0.0006, 0.0104, -0.0019], [0.0048, 0.0132, -0.0072], [0.0058, 0.0026, -0.0109], [0.0206, -0.0209, 0.0008], [0.0009, -0.0075, -0.0210], [0.0141, -0.0067, 0.0047], [0.0164, -0.0055, -0.0015], [-0.0028, 0.0037, 0.0036], [0.0453, 0.1316, 0.0236], [-0.2335, -0.2042, 0.7549], [-0.0642, -0.0475, 0.0317], [0.0355, 0.1382, -0.0278], [-0.0730, -0.0917, 0.0325], [0.1651, 0.0158, 0.1526], [-1.9207, 0.4893, -0.4433], [0.1114, -0.1161, -0.0195], [0.0077, 0.0430, 0.0124], [-0.1171, 0.0745, -0.0321], [-0.0187, 0.0270, 0.0031], [0.1268, -0.0465, 0.0824], [-0.1428, 0.0537, -0.0607], [-0.0010, -0.0155, -0.0088], [-0.0070, 0.0296, -0.0342], [0.0176, 0.0221, -0.0198], [0.0033, 0.0119, 0.0072], [0.0326, 0.0343, -0.0077]]
}

---

3.
{
  "formula": "C3H5N3",
  "method": "ωB97M-V/def2-TZVPD",
  "e_tot_ha": -281.52919,
  "relative_energy_kcal_mol": 38.2,
  "e_homo_ha": -0.28924,
  "orbital_gap_ev": 8.75,
  "lumo_ev": 0.88,
  "symbols": ["C", "C", "C", "H", "H", "H", "H", "H", "N", "N", "N"],
  "coordinates": [[-0.29598, 0.44351, -0.42809], [-0.51356, -0.11158, 0.86654], [1.03835, -1.16004, -0.30255], [-0.94031, 2.48167, -0.26350], [-0.42322, 1.77157, -1.57303], [-1.17429, 0.24841, 1.57922], [0.70240, -1.76969, 1.74413], [1.73872, -2.01483, -0.58051], [-1.04452, 1.56074, -0.79273], [0.26466, -1.31343, 0.79658], [0.64775, -0.13633, -1.04605]],
  "atomic_forces_ev_per_a": [[-3.6905, 1.1007, 7.9198], [1.7272, -1.6202, -3.7403], [0.5742, -2.1446, -0.9398], [-0.0789, -2.2010, -0.0230], [-0.9157, 0.8889, -1.1134], [-0.9956, -0.1419, 1.4217], [-1.6478, 1.2923, -3.3997], [-0.8790, 1.7194, 0.1983], [1.4367, 2.3240, -1.9413], [1.1593, 1.1126, 4.4537], [3.3101, -2.3301, -2.8361]]
}